1.
This record from the OMol25 dataset describes one molecule with the formula C4H6OS3 at a distorted geometry. The level of theory is wB97M-V/def2-TZVPD.

XYZ file:
```
14
Properties=species:S:1:pos:R:3:forces:R:3:lowdin_charge:R:1
C -1.492 -1.120 0.893 2.4991 -1.4445 1.0736 -0.37
C -0.179 0.290 -1.028 3.7691 0.7886 -0.0601 -0.66
C 0.045 1.498 -0.061 3.3615 -0.4544 -1.5956 -0.43
C 1.993 -0.281 -0.235 -0.8778 0.9350 -0.4637 -1.21
H -1.256 -0.697 1.946 -0.4136 0.3498 -1.9891 0.07
H -0.492 -1.789 0.663 -3.2007 1.2356 0.6316 0.11
H -2.434 -1.674 1.039 0.6472 -0.1056 -0.3571 0.03
H 0.117 0.517 -2.179 -1.1060 -0.5515 2.8412 0.19
H -0.210 2.425 -0.547 -0.2840 0.1982 -0.1066 0.07
H -0.472 1.365 0.862 -0.0433 -0.0716 0.6441 0.04
O 0.786 -0.852 -0.572 0.5004 3.1146 -0.6705 -0.25
S -1.765 -0.138 -0.628 -3.2207 -1.8118 0.1121 0.89
S 1.970 1.505 0.135 -2.1776 -1.4851 -0.2336 0.85
S 3.388 -1.051 -0.287 0.5465 -0.6972 0.1736 0.69
```
Forces are in eV/Å.

Molar mass (g/mol): 166.29
Lowest unoccupied orbital energy (Ha): 0.012
ΔE to the lowest compared entry with this formula, charge and spin (eV): 1.832
Charge: 0
SMILES: CS[C@H]1CSC(=S)O1
HOMO energy (eV): -8.854
HOMO-LUMO gap (eV): 9.175


2.
This record from the OMol25 dataset describes a 2-piece molecular cluster, C4H11NO2 overall at a distorted geometry. The level of theory is wB97M-V/def2-TZVPD.

XYZ file:
```
18
Properties=species:S:1:pos:R:3:forces:R:3:lowdin_charge:R:1
C -0.323 -0.884 1.139 0.7463 0.7343 0.3924 -0.07
C 0.259 -0.053 -0.004 0.3827 -0.5613 0.0387 -0.49
C 1.776 -0.272 -0.121 -0.6007 1.9143 -0.3887 -0.12
C 2.367 0.779 -1.054 -0.1580 -0.3438 -0.8311 -0.28
O 3.515 1.132 -1.036 0.2151 -0.0157 0.2913 0.04
N -0.347 -0.273 -1.303 -0.5449 -0.0179 -0.5308 0.03
H -0.015 -1.928 1.118 -0.3650 -0.2156 -0.4574 0.08
H 0.136 -0.521 2.067 -0.3124 0.0902 0.0501 0.08
H -1.393 -0.714 1.180 -0.1620 -0.3597 0.1841 0.05
H 0.126 1.005 0.248 -0.1499 -0.0226 -0.0797 0.14
H 2.185 0.090 0.820 0.5110 -1.1489 0.4150 0.12
H 2.016 -1.264 -0.504 0.2661 -0.0822 0.5358 0.13
H 1.684 1.207 -1.814 -0.1323 -0.0007 0.1712 0.12
H -1.308 0.052 -1.336 0.1233 0.0615 0.1073 0.07
H -0.397 -1.257 -1.546 0.2057 -0.0548 0.1308 0.08
H -3.867 0.343 0.538 -0.0970 -0.0530 0.0617 0.04
H -3.021 1.601 0.498 -0.0320 0.0445 0.1328 0.04
O -3.393 0.955 1.110 0.1039 0.0315 -0.2234 -0.06
```
Forces are in eV/Å.

Molar mass (g/mol): 105.14
Lowest unoccupied orbital energy (Ha): 0.017
ΔE to the lowest compared entry with this formula, charge and spin (eV): 1.405
Charge: 0
SMILES: C[C@H](N)CC=O.O
HOMO energy (eV): -9.216
HOMO-LUMO gap (eV): 9.682


3.
This record from the OMol25 dataset describes C5H6O2 as an isolated structure. The level of theory is wB97M-V/def2-TZVPD.

XYZ file:
```
13
Properties=species:S:1:pos:R:3:forces:R:3:lowdin_charge:R:1
C 0.774 0.106 -0.758 0.1455 -0.0856 -0.0951 0.18
C -0.321 -0.494 0.019 0.0941 0.0615 -0.0531 -0.49
O -0.544 0.752 0.591 -0.2411 0.0591 0.1611 -0.12
C 1.030 1.128 1.518 0.1041 -0.2921 0.3431 -0.30
O 1.219 0.366 2.438 -0.1116 0.3543 -0.5392 0.01
C -1.427 -1.025 -0.781 -0.3672 -0.2415 -0.3200 -0.05
C -2.306 -1.462 -1.477 0.3345 0.1746 0.2882 0.14
H 1.784 -0.299 -0.808 -0.1205 0.1138 0.0867 0.10
H 1.599 0.972 0.500 0.0432 -0.0302 0.0500 0.09
H 0.481 0.844 -1.495 0.0198 -0.1225 0.0712 0.12
H 0.036 -1.235 0.750 -0.0534 0.0683 -0.1028 0.16
H 0.770 2.195 1.587 0.0277 -0.1283 -0.0017 0.13
H -3.097 -1.848 -2.082 0.1250 0.0687 0.1115 0.03
```
Forces are in eV/Å.

Molar mass (g/mol): 98.10
Lowest unoccupied orbital energy (spin up / spin down) (Ha): -0.053 / -0.053
ΔE to the lowest compared entry with this formula, charge and spin (eV): 7.067
Charge: 0
HOMO energy (spin up / spin down) (eV): -9.359 / -9.360
HOMO-LUMO gap (spin up / spin down) (eV): 7.922 / 7.924


4.
This record from the OMol25 dataset describes a 3-piece molecular cluster, C9H23N5O8PS overall at a distorted geometry. The level of theory is wB97M-V/def2-TZVPD.

XYZ file:
```
47
Properties=species:S:1:pos:R:3:forces:R:3:lowdin_charge:R:1
C -1.963 -0.456 3.746 0.4424 -0.5517 -0.6043 -0.09
C -2.582 -1.036 2.423 -0.6392 0.4687 0.3672 -0.27
O -1.798 -2.118 1.918 0.3921 1.4208 -0.2923 -0.19
C -1.492 -1.953 0.541 -0.9177 -0.5889 -0.9850 -0.20
C -0.385 -2.924 -0.020 -0.8847 -0.6837 0.3527 -0.22
C -0.449 -4.398 0.603 2.6629 -3.3224 0.6319 -0.69
O -1.483 -4.866 1.100 -0.9101 1.5791 -0.6112 -0.05
O 0.630 -5.120 0.520 -1.4695 2.5719 -0.6501 -0.15
N 1.010 -2.362 -0.041 -0.4739 2.4686 0.4960 -0.15
C 1.045 -1.480 -1.231 0.0763 -0.4450 -1.8308 -0.28
O 2.238 -0.711 -1.361 -1.1455 0.3276 0.6769 -0.18
C 1.983 0.680 -1.584 1.5770 0.5755 0.0285 -0.12
P 1.471 -1.562 1.416 1.3893 -1.2852 1.8780 0.30
O 3.130 -1.292 1.318 -1.7229 0.2734 -0.8467 -0.26
O 0.805 -0.054 1.625 0.9545 -1.2086 -1.1775 -0.24
S 1.226 -2.620 3.031 -0.1850 0.5001 -0.6431 0.32
H -1.072 0.158 3.458 -0.6892 -0.4934 0.2964 0.05
H -2.673 0.193 4.319 0.4508 -0.7002 -0.4731 0.07
H -1.574 -1.322 4.342 -0.4950 0.8581 -0.2835 0.07
H -2.665 -0.175 1.699 0.1734 -0.8507 0.3643 0.11
H -3.636 -1.422 2.562 0.9437 0.3835 0.1114 0.12
H -2.444 -2.181 -0.034 0.9095 0.1673 0.3632 0.14
H -1.257 -0.876 0.296 -0.0457 -0.8415 0.3185 0.10
H -0.652 -3.085 -1.106 0.3263 0.1756 1.0309 0.15
H 0.146 -0.804 -1.335 0.7198 -0.4928 0.3708 0.12
H 1.002 -2.164 -2.131 -0.0685 0.5068 0.9300 0.14
H 1.963 0.864 -2.682 -0.3897 0.0638 0.9522 0.07
H 1.088 1.085 -1.049 0.4585 -0.4663 -0.6123 0.08
H 2.875 1.238 -1.172 -0.8314 -0.6001 -0.2803 0.10
H 3.566 -2.126 1.066 -0.4235 0.2726 0.1315 0.07
H 0.483 0.333 0.789 0.1292 0.1456 0.4223 0.03
C 0.444 3.418 1.846 0.1889 -0.3117 0.2204 -0.68
O -0.238 2.633 1.211 -0.2003 0.1383 -0.3616 0.02
N 1.287 3.013 2.831 0.1067 -0.2910 0.2325 0.17
N 0.418 4.765 1.623 -0.1767 0.4188 -0.2537 0.14
H 1.858 3.637 3.368 -0.0379 0.0015 -0.0551 0.09
H 1.330 2.023 3.019 0.0056 0.0102 -0.1093 0.10
H -0.195 5.098 0.901 0.0562 -0.0435 0.0778 0.10
H 0.971 5.426 2.135 -0.0076 -0.0759 0.0065 0.09
C -0.334 1.231 -4.661 0.0202 -0.1578 0.1476 -0.67
O 0.172 0.446 -3.881 -0.2359 -0.0010 -0.2664 0.03
N -1.022 2.334 -4.248 -0.1378 0.2968 0.2861 0.15
N -0.257 1.076 -6.014 0.1398 -0.1597 -0.3988 0.15
H -1.447 2.993 -4.872 0.0216 -0.0583 0.0041 0.09
H -1.100 2.480 -3.256 -0.0027 -0.0425 -0.0782 0.11
H 0.243 0.274 -6.354 -0.0571 0.0618 0.0552 0.10
H -0.666 1.711 -6.673 0.0031 -0.0147 0.0606 0.09
```
Forces are in eV/Å.

Molar mass (g/mol): 392.35
Lowest unoccupied orbital energy (Ha): 0.072
Charge: -1
HOMO energy (eV): -3.487
HOMO-LUMO gap (eV): 5.448


Number 3 is which compound? C5H6O2


What is the charge in the first record? 0